Entry 1:
Entry from the Open Molecules 2025 dataset: C20H19F3HoN3O7S as an isolated structure (ωB97M-V with the def2-TZVPD basis set).

Geometry as XYZ:
```
54
Properties=species:S:1:pos:R:3:lowdin_spin:R:1
N 2.01 1.17 -1.90 -0.002
C -0.40 -1.11 -3.44 0.000
C 0.52 -2.06 -2.65 0.000
O -2.59 -2.80 1.02 0.000
H -0.17 3.47 0.56 0.000
H 2.67 -1.42 -0.72 0.000
H -0.38 4.48 2.99 0.000
C 1.07 -2.84 -0.45 0.000
C -0.96 1.08 2.75 0.000
F -3.43 2.01 -1.34 0.000
F -4.58 2.86 -3.05 0.000
C -0.67 3.48 2.70 0.000
O 4.17 0.53 -2.22 0.000
C 1.97 3.31 -3.05 0.000
C -0.62 1.50 1.46 -0.006
O -1.92 -0.82 0.11 -0.007
C 3.39 2.73 -3.00 0.000
N -0.07 -1.12 2.92 0.000
H 2.59 -2.25 0.82 0.000
N 0.01 -2.25 -1.31 -0.004
H -1.32 -3.89 -0.85 0.000
C -2.02 -2.15 0.14 0.000
O -0.93 -0.12 -2.74 -0.006
H -1.98 -2.62 -1.98 0.000
H 1.51 -1.50 -2.59 0.000
O -0.57 -1.27 -4.66 0.000
C -3.67 3.14 -2.13 0.000
F -4.18 4.12 -1.35 0.000
C 2.00 -1.76 0.06 0.000
Ho -0.31 0.22 -0.72 4.033
H 0.93 -0.98 1.60 0.000
H 1.49 3.24 -4.01 0.000
C -1.56 -1.54 5.28 0.000
C -1.38 -2.81 -1.07 0.000
C -0.69 -2.49 4.76 0.000
H 0.78 -3.01 -3.21 0.000
H -2.55 0.31 4.73 0.000
H 0.67 -3.48 0.38 0.000
H 3.88 2.84 -4.02 0.000
H -0.51 -3.38 5.31 0.000
H 1.82 4.25 -2.59 0.000
O 1.31 -0.64 0.68 -0.004
C -1.74 -0.37 4.52 0.000
C -1.01 -0.24 3.35 0.000
H 1.67 -3.52 -1.16 0.000
S -1.25 2.45 3.89 -0.001
H 0.75 -3.07 3.28 0.000
C 3.28 1.34 -2.35 0.000
O 0.23 2.47 -1.53 -0.004
H -2.17 -1.69 6.18 0.000
C 1.31 2.25 -2.10 0.000
C -0.46 2.94 1.44 0.000
H 4.06 3.32 -2.36 0.000
C -0.01 -2.28 3.60 0.000
```

Calculated values
Orbital gap = 3.3 eV
E_LUMO = 4.175 eV
Multiplicity = 5
Total charge = -2
M = 667.38 Da
Energy = -84640.1996 eV

---

Entry 2:
Entry from the Open Molecules 2025 dataset: the molecule C20H19FN2O4 (ωB97M-V with the def2-TZVPD basis set).

Geometry as XYZ:
```
46
Properties=species:S:1:pos:R:3:lowdin_charge:R:1
C -1.45 1.30 1.20 -0.390
H -0.30 3.44 -0.93 0.140
H 1.32 0.49 -2.59 0.115
C 0.15 -1.99 -0.33 -0.122
N -0.55 1.84 0.34 0.036
C 1.07 -2.30 -1.32 -0.027
C 0.83 1.55 0.49 -0.145
C -2.95 1.54 0.96 -0.047
O -4.41 -0.59 1.85 0.134
H -0.97 0.65 -1.98 0.090
F 2.35 -1.78 2.52 0.068
H -0.08 -1.49 1.78 0.112
N -2.21 -2.20 0.17 0.101
C 0.58 -1.81 0.98 0.049
C 2.76 1.25 1.89 -0.081
H -3.22 2.46 0.44 0.120
O -1.58 -1.42 -1.85 0.058
C -1.28 -1.83 -0.74 -0.442
C 2.41 -2.45 -1.02 -0.065
H -1.92 2.74 -0.97 0.111
C 1.06 1.40 -2.04 -0.128
H 0.71 -2.42 -2.34 0.119
C 1.42 1.53 1.75 -0.006
C 3.54 0.99 0.78 -0.092
C 2.85 -2.28 0.28 -0.011
C -3.88 -0.63 0.78 -0.466
C -0.86 2.51 -0.91 -0.119
H -3.46 1.48 1.92 0.133
H 3.20 1.23 2.88 0.108
H 3.56 0.85 -1.36 0.118
H -0.76 2.07 -3.01 0.118
H -3.76 -1.72 -1.09 0.132
H -1.91 -2.43 1.11 0.145
C -0.45 1.61 -2.07 -0.142
H 1.55 2.24 -2.54 0.123
C 1.61 1.31 -0.65 -0.155
H 4.59 0.77 0.88 0.105
H -4.23 -2.71 0.34 0.134
C 1.93 -1.96 1.25 -0.267
H 3.89 -2.39 0.54 0.122
C 2.96 1.03 -0.48 -0.047
O -3.33 0.42 0.15 0.022
C -3.61 -1.90 -0.02 -0.052
H 0.82 1.73 2.62 0.116
H 3.12 -2.69 -1.80 0.109
O -1.14 0.56 2.12 0.065
```

Calculated values
Orbital gap = 9.2 eV
SMILES = O=C(CNC(=O)c1cccc(F)c1)OCC(=O)N1CCCc2ccccc21
E_LUMO = 0.628 eV
Total charge = 0
M = 370.38 Da
Energy = -34937.5362 eV

---

Entry 3:
Entry from the Open Molecules 2025 dataset: C20H19IN3S7V as an isolated structure (ωB97M-V with the def2-TZVPD basis set).

Geometry as XYZ:
```
51
Properties=species:S:1:pos:R:3:lowdin_spin:R:1
C -1.08 1.57 -2.83 -0.009
C -2.34 2.70 -5.09 -0.009
H 1.42 3.41 1.29 0.007
C -2.56 3.22 -3.83 0.001
S -1.53 -3.06 2.92 0.062
C -0.84 1.06 -4.14 -0.011
H -3.23 4.07 -3.70 0.000
C -2.27 1.66 2.73 0.108
C -0.54 2.65 1.32 0.127
H -1.25 -2.38 -0.88 0.000
C -1.97 2.68 -2.71 -0.011
C 3.09 -0.29 -0.39 0.012
H 1.64 -2.86 1.14 0.001
N -0.52 -1.28 1.36 0.005
I -3.45 -0.84 -0.94 0.063
S 1.72 -1.10 -1.07 0.023
H -1.32 -1.47 -2.40 0.001
S 4.54 -0.34 -1.39 0.002
S 2.07 0.44 2.07 0.019
H -2.29 2.43 -0.62 0.001
C 0.70 -3.42 1.20 0.004
C 5.63 0.42 -0.28 0.000
C -2.19 -1.46 2.93 0.058
H -0.45 -1.01 -4.53 0.000
H 0.73 3.11 -0.31 0.003
C -1.35 -1.38 -1.32 -0.006
N -0.64 1.37 1.15 0.019
C 0.11 -0.09 -4.34 -0.001
S 4.85 0.94 1.18 0.003
H 0.72 -0.24 -3.45 0.000
H -3.21 3.77 -1.33 0.000
H -3.05 1.45 3.44 0.009
S -1.72 3.29 2.47 0.130
H -1.48 3.94 -1.05 0.000
C -1.48 1.62 -5.23 0.002
H 0.47 -3.79 0.20 0.002
C -1.51 -0.65 2.05 0.020
H -2.84 3.13 -5.96 -0.001
S 7.25 0.61 -0.58 0.000
C 0.51 3.48 0.69 0.019
H -3.01 -1.21 3.57 0.006
C 3.21 0.28 0.85 0.004
H -1.30 1.20 -6.21 0.000
C -2.26 3.24 -1.35 0.000
V -0.22 0.06 -0.47 1.399
N -0.54 1.02 -1.75 -0.123
C -1.56 0.78 1.95 0.024
H 0.76 0.09 -5.19 0.000
H 0.21 4.53 0.64 0.002
C -0.36 -2.51 1.70 0.033
H 0.82 -4.27 1.87 0.000
```

Calculated values
Orbital gap (spin up / spin down) = 3.2 / 4.8 eV
E_LUMO (spin up / spin down) = 3.987 / 3.943 eV
Multiplicity = 3
Total charge = -2
M = 703.71 Da
Energy = -135155.1417 eV

---

Entry 4:
Entry from the Open Molecules 2025 dataset: a 2-piece molecular cluster, C20H19N2O6S overall (ωB97M-V with the def2-TZVPD basis set).

Geometry as XYZ:
```
48
Properties=species:S:1:pos:R:3:lowdin_charge:R:1
H 4.72 -1.87 3.75 0.095
C 0.20 -3.14 -1.29 -0.333
H -6.12 1.03 1.70 0.091
H 4.67 -1.70 1.98 0.102
O 1.28 -1.23 0.21 -0.498
C -2.17 -0.09 2.17 -0.043
C -2.53 -1.84 3.79 -0.028
H 1.10 -2.51 -3.13 0.095
C 0.83 -0.82 3.05 -0.048
H -3.89 1.00 1.52 0.105
H 0.63 -6.77 -2.53 0.086
C -3.82 -1.40 3.99 -0.020
H -7.04 1.46 3.18 0.083
H -0.08 -2.65 2.60 0.134
C -0.26 -1.59 2.78 0.055
H -2.15 -2.70 4.35 0.114
C 0.92 -4.68 -3.00 -0.110
H 0.78 3.07 3.51 0.087
N 1.87 1.34 3.30 0.018
H -0.76 -3.97 0.45 0.102
C 0.77 -3.36 -2.54 -0.105
H 2.42 3.27 2.79 0.092
H 2.24 2.99 4.54 0.098
H -5.41 2.18 2.89 0.094
H 5.29 -0.35 3.00 0.079
C -6.05 1.29 2.77 -0.076
C 4.57 -1.16 2.93 -0.019
O -0.29 1.10 4.00 0.078
C 2.16 -1.44 2.88 -0.384
C -1.65 -1.16 2.92 -0.213
H -1.51 0.48 1.52 0.120
C 3.17 0.81 3.15 -0.395
C -3.50 0.25 2.22 -0.005
C -4.32 -0.31 3.22 -0.276
C 0.48 -5.74 -2.19 -0.121
C -0.28 -4.18 -0.51 -0.084
O 2.34 -2.63 2.65 0.072
N 3.26 -0.58 3.03 0.024
O -5.55 0.17 3.54 -0.101
C -0.13 -5.49 -0.96 -0.101
H 1.38 -4.87 -3.97 0.089
S 0.11 -1.42 -0.65 0.650
C 1.82 2.77 3.55 -0.024
O 4.15 1.55 3.13 0.061
O -1.22 -1.41 -0.03 -0.511
H -4.49 -1.84 4.73 0.108
H -0.49 -6.31 -0.34 0.091
C 0.72 0.58 3.51 -0.329
```

Calculated values
Orbital gap = 6.1 eV
E_LUMO = 2.588 eV
Total charge = -1
M = 415.45 Da
Energy = -47150.2700 eV

---

Entry 5:
Entry from the Open Molecules 2025 dataset: the molecule C20H19N3O4S (ωB97M-V with the def2-TZVPD basis set).

Geometry as XYZ:
```
47
Properties=species:S:1:pos:R:3:lowdin_charge:R:1
C -1.98 -0.83 4.93 -0.048
H 0.94 -1.53 2.37 0.098
O 0.13 -2.43 6.05 0.077
C -0.37 0.37 -4.24 -0.021
H 1.68 3.98 -7.07 0.096
C -0.47 -0.54 -1.35 -0.339
H -2.09 -1.48 5.80 0.136
C -2.99 -2.67 3.38 -0.011
C 1.65 2.14 -4.92 -0.014
H 2.26 1.98 -2.87 0.106
H 2.74 2.61 -7.49 0.096
H 2.19 -2.36 4.26 0.134
H 2.85 1.16 0.88 0.165
H -1.16 -0.32 -3.99 0.107
C -0.28 0.84 -5.52 0.001
O -3.25 -0.52 2.86 0.031
H -4.29 -0.72 1.08 0.120
N 2.12 0.52 1.19 0.132
H -1.31 -1.01 -1.82 0.062
O 3.16 0.64 3.15 0.099
H -2.33 0.18 5.16 0.139
C -3.83 -1.25 1.89 -0.130
H -4.05 -3.39 1.55 0.101
N 1.42 0.70 -0.99 0.103
C 1.55 1.66 -3.62 -0.020
N -0.57 -0.80 4.61 -0.044
C 0.74 1.73 -5.88 -0.277
H -2.71 -3.55 3.90 0.116
C 1.74 3.03 -7.61 -0.088
H 2.28 -0.75 4.98 0.134
O 0.74 2.13 -7.18 -0.082
S -0.16 -0.84 0.31 1.083
C -3.70 -2.58 2.15 -0.061
H -0.79 0.11 2.74 0.087
C 0.54 0.77 -3.26 -0.180
C 1.25 0.21 0.18 -0.552
C 1.65 -1.42 4.41 -0.017
C 1.21 -0.76 3.10 -0.221
C 0.47 0.30 -1.89 -0.336
H 0.22 1.01 3.91 0.147
C -0.05 0.01 3.54 -0.097
C 0.34 -1.65 5.15 -0.451
H 1.54 3.20 -8.67 0.093
H -0.98 0.53 -6.28 0.118
H 2.45 2.83 -5.16 0.103
C 2.25 0.17 2.52 -0.433
C -2.75 -1.38 3.77 -0.259
```

Calculated values
Orbital gap = 8.4 eV
SMILES = COc1ccc(-c2csc(NC(=O)[C@H]3CC(=O)N(Cc4ccco4)C3)n2)cc1
E_LUMO = 0.474 eV
Total charge = 0
M = 397.46 Da
Energy = -44544.1874 eV

---

What did the fifth record say?
Entry from the Open Molecules 2025 dataset: the molecule C20H19N3O4S (ωB97M-V with the def2-TZVPD basis set).

Geometry as XYZ:
```
47
Properties=species:S:1:pos:R:3:lowdin_charge:R:1
C -1.98 -0.83 4.93 -0.048
H 0.94 -1.53 2.37 0.098
O 0.13 -2.43 6.05 0.077
C -0.37 0.37 -4.24 -0.021
H 1.68 3.98 -7.07 0.096
C -0.47 -0.54 -1.35 -0.339
H -2.09 -1.48 5.80 0.136
C -2.99 -2.67 3.38 -0.011
C 1.65 2.14 -4.92 -0.014
H 2.26 1.98 -2.87 0.106
H 2.74 2.61 -7.49 0.096
H 2.19 -2.36 4.26 0.134
H 2.85 1.16 0.88 0.165
H -1.16 -0.32 -3.99 0.107
C -0.28 0.84 -5.52 0.001
O -3.25 -0.52 2.86 0.031
H -4.29 -0.72 1.08 0.120
N 2.12 0.52 1.19 0.132
H -1.31 -1.01 -1.82 0.062
O 3.16 0.64 3.15 0.099
H -2.33 0.18 5.16 0.139
C -3.83 -1.25 1.89 -0.130
H -4.05 -3.39 1.55 0.101
N 1.42 0.70 -0.99 0.103
C 1.55 1.66 -3.62 -0.020
N -0.57 -0.80 4.61 -0.044
C 0.74 1.73 -5.88 -0.277
H -2.71 -3.55 3.90 0.116
C 1.74 3.03 -7.61 -0.088
H 2.28 -0.75 4.98 0.134
O 0.74 2.13 -7.18 -0.082
S -0.16 -0.84 0.31 1.083
C -3.70 -2.58 2.15 -0.061
H -0.79 0.11 2.74 0.087
C 0.54 0.77 -3.26 -0.180
C 1.25 0.21 0.18 -0.552
C 1.65 -1.42 4.41 -0.017
C 1.21 -0.76 3.10 -0.221
C 0.47 0.30 -1.89 -0.336
H 0.22 1.01 3.91 0.147
C -0.05 0.01 3.54 -0.097
C 0.34 -1.65 5.15 -0.451
H 1.54 3.20 -8.67 0.093
H -0.98 0.53 -6.28 0.118
H 2.45 2.83 -5.16 0.103
C 2.25 0.17 2.52 -0.433
C -2.75 -1.38 3.77 -0.259
```

Calculated values
Orbital gap = 8.4 eV
SMILES = COc1ccc(-c2csc(NC(=O)[C@H]3CC(=O)N(Cc4ccco4)C3)n2)cc1
E_LUMO = 0.474 eV
Total charge = 0
M = 397.46 Da
Energy = -44544.1874 eV

---

Question: Which of these has the lowest M?
Answer: C20H19FN2O4